## 1
Here is C3H10N2 in the gas phase from the OMol25 dataset. Energies are from wB97M-V/def2-TZVPD.

Properties
Frontier orbital gap = 10.1 eV
HOMO = -8.99 eV
LUMO level = 0.041 Eh

ORCA input file:
```
! RIJCOSX wB97M-V def2-TZVPD def2/J DEFGRID3
* xyz 0 1
C 0.63 0.37 -1.06
C -0.17 0.39 0.25
C 0.17 -0.70 1.12
N -0.94 -0.89 2.17
N 0.21 1.27 -2.16
H 1.72 0.72 -0.98
H 0.57 -0.68 -1.36
H -0.20 1.41 0.73
H -1.20 0.49 -0.04
H 1.07 -0.48 1.67
H 0.21 -1.66 0.60
H -1.80 -1.14 1.72
H -0.74 -1.64 2.74
H 1.06 1.56 -2.75
H -0.58 0.97 -2.65
*
```

## 2
Here is 2 unconnected molecules or ions with the total composition C3H10N2 from the OMol25 dataset. Energies are from wB97M-V/def2-TZVPD.

Properties
Frontier orbital gap = 9.8 eV
HOMO = -8.79 eV
LUMO level = 0.036 Eh

ORCA input file:
```
! RIJCOSX wB97M-V def2-TZVPD def2/J DEFGRID3
* xyz 0 1
C -0.07 -0.49 -1.96
N -0.13 -1.97 -2.12
H 0.79 -0.01 -2.62
H -1.03 -0.04 -2.23
H 0.14 -0.28 -0.93
H 0.64 -2.52 -1.84
H -0.66 -2.29 -2.86
C 0.05 1.95 1.56
C -0.05 -0.32 2.10
N -0.70 0.74 1.93
H 0.94 1.86 2.04
H 0.21 2.22 0.39
H -0.56 2.68 2.14
H -0.54 -1.40 2.00
H 0.99 -0.13 2.41
*
```

## 3
Here is 2 unconnected molecules or ions with the total composition C3H10N2 from the OMol25 dataset. Energies are from wB97M-V/def2-TZVPD.

Properties
Frontier orbital gap = 10.1 eV
HOMO = -9.02 eV
LUMO level = 0.039 Eh

ORCA input file:
```
! RIJCOSX wB97M-V def2-TZVPD def2/J DEFGRID3
* xyz 0 1
C -3.10 1.35 -0.24
C -3.60 0.30 0.38
H -3.70 2.25 -0.29
H -2.14 1.34 -0.73
H -4.60 0.35 0.81
H -3.03 -0.61 0.50
N 3.35 0.01 -0.40
C 2.27 -0.97 -0.48
N 1.12 -0.70 0.38
H 2.99 0.94 -0.56
H 3.74 -0.03 0.54
H 1.96 -1.00 -1.52
H 2.69 -1.94 -0.24
H 0.90 -1.47 0.98
H 1.14 0.18 0.88
*
```

## 4
Here is 2 unconnected molecules or ions with the total composition C3H10N2 from the OMol25 dataset. Energies are from wB97M-V/def2-TZVPD.

Properties
Frontier orbital gap = 9.7 eV
HOMO = -8.78 eV
LUMO level = 0.035 Eh

ORCA input file:
```
! RIJCOSX wB97M-V def2-TZVPD def2/J DEFGRID3
* xyz 0 1
C 0.32 1.91 0.45
N 1.73 2.58 0.38
H 0.05 1.65 1.40
H -0.53 2.49 0.00
H 0.36 0.92 0.11
H 1.60 3.07 1.30
H 1.65 3.09 -0.55
C -1.21 -1.62 -1.48
C -1.20 -1.79 -0.15
N 0.17 -1.82 0.62
H -0.35 -1.45 -2.19
H -2.23 -1.37 -1.81
H -2.10 -2.13 0.37
H -0.06 -1.38 1.51
H 0.81 -1.35 0.01
*
```

It turns out 1 is the most stable, with the second structure 2.7 kcal/mol higher.